Density functional theory data (ωB97M-V/def2-TZVPD) for a 10-piece molecular cluster, C16H53NO10 overall in a non-equilibrium geometry.

```
80
Properties=species:S:1:pos:R:3
C 3.70 0.33 2.73
O 3.60 -0.29 1.44
H 2.96 -0.11 3.41
H 4.71 0.24 3.15
H 3.49 1.40 2.66
H 3.73 -1.23 1.62
C -3.42 1.50 -0.16
O -3.34 2.77 0.46
H -4.35 1.06 0.19
H -3.47 1.54 -1.26
H -2.53 0.91 0.07
H -2.40 3.06 0.46
C 3.21 2.69 -1.34
O 2.77 2.88 -2.68
H 2.44 2.91 -0.58
H 3.44 1.63 -1.24
H 4.05 3.34 -1.11
H 1.98 2.31 -2.77
C 2.10 -2.00 -2.83
O 1.64 -2.97 -1.93
H 2.77 -1.27 -2.36
H 2.76 -2.44 -3.59
H 1.30 -1.39 -3.25
H 0.72 -3.19 -2.17
C -1.94 1.33 1.73
O -2.54 0.05 1.65
H -1.05 1.40 1.09
H -2.60 2.13 1.38
H -1.68 1.57 2.76
H -2.04 -0.52 2.27
C 0.68 0.23 -0.24
O 1.10 0.96 0.90
H 0.46 -0.82 -0.02
H -0.07 0.78 -0.80
H 1.52 0.23 -0.96
H 1.90 0.49 1.18
C -1.72 -2.80 -1.04
C -1.92 -3.77 -2.19
O -0.83 -3.62 -3.10
H -0.72 -2.91 -0.62
H -2.47 -2.96 -0.27
H -1.85 -1.77 -1.36
H -2.84 -3.53 -2.75
H -2.13 -4.78 -1.84
H -0.75 -4.38 -3.69
C -1.22 3.16 -4.36
C -0.59 2.72 -3.05
O 0.34 1.65 -3.28
H -0.47 3.44 -5.09
H -1.85 4.03 -4.16
H -1.87 2.40 -4.80
H -1.34 2.40 -2.32
H -0.07 3.59 -2.65
H -0.15 0.90 -3.64
C -1.01 5.45 0.64
C 0.04 4.35 0.70
O -0.61 3.09 0.94
H -1.42 5.70 1.61
H -1.87 5.10 0.05
H -0.62 6.31 0.10
H 0.75 4.51 1.51
H 0.58 4.27 -0.25
H 0.07 2.40 1.07
C 0.72 -1.58 2.00
C -0.52 -2.36 2.44
C -0.21 -3.79 2.86
O 0.38 -4.47 1.77
C 0.62 -5.82 2.10
N -1.08 -1.61 3.59
H 1.23 -2.13 1.19
H 1.48 -1.48 2.77
H 0.46 -0.60 1.61
H -1.28 -2.35 1.67
H -1.14 -4.25 3.25
H 0.44 -3.84 3.75
H 1.23 -5.93 3.00
H 1.10 -6.30 1.25
H -0.31 -6.37 2.29
H -1.79 -2.16 4.08
H -0.40 -1.43 4.32
```

SMILES   COC[C@H](C)N.CCO.CCO.CCO.CO.CO.CO.CO.CO.CO
HOMO energy   -8.0856 eV
E_LUMO   0.5 eV
F_max   0.08965 hartree/bohr
Charge   0

Results of the Mulliken charge analysis, in e, for atoms 1 through 6:
1 C -0.6106
2 O -0.4438
3 H 0.2378
4 H 0.3333
5 H 0.2026
6 H 0.2776



Density functional theory data (ωB97M-V/def2-TZVPD) for a 2-piece molecular cluster, C4H10FN3 overall in a non-equilibrium geometry.

```
18
Properties=species:S:1:pos:R:3
C 0.50 -0.03 -0.38
C -2.03 -0.11 0.00
C -3.13 -0.74 0.81
C 4.88 0.72 -0.30
N -0.75 -0.48 0.23
N -2.28 0.82 -0.87
N 1.56 -0.42 0.12
F 5.93 0.03 -0.11
H 0.49 0.58 -1.30
H -2.70 -1.51 1.34
H -3.55 -0.06 1.58
H -4.01 -0.99 0.16
H 4.86 1.46 -1.06
H 4.09 0.43 0.37
H -0.52 -1.02 1.04
H -3.27 1.21 -1.00
H -1.59 1.19 -1.57
H 1.51 -1.07 0.95
```

HOMO energy   -18.0814 eV
E_LUMO   -11.1 eV
F_max   0.07240 hartree/bohr
Charge   +2

Results of the Mulliken charge analysis, in e, for atoms 1 through 6:
1 C 0.0606
2 C 0.9322
3 C -1.2246
4 C 0.3417
5 N -0.2058
6 N -0.3306



Density functional theory data (ωB97M-V/def2-TZVPD) for the molecule C2H4N4 in a non-equilibrium geometry.

```
10
Properties=species:S:1:pos:R:3
C -1.59 -0.01 -0.04
N -0.17 -0.17 0.39
N 0.75 0.95 0.54
C 1.86 0.41 0.10
N 1.67 -0.92 -0.36
N 0.44 -1.19 -0.18
H -2.25 -0.86 0.23
H -1.63 0.09 -1.13
H -1.97 0.89 0.43
H 2.88 0.82 0.02
```

SMILES   Cn1ncnn1
HOMO energy   -10.6981 eV
E_LUMO   0.7 eV
F_max   0.04320 hartree/bohr
Charge   0

Results of the Mulliken charge analysis, in e, for atoms 1 through 6:
1 C -0.5748
2 N 0.5525
3 N -0.5786
4 C 0.0614
5 N -0.3325
6 N -0.3363



Density functional theory data (ωB97M-V/def2-TZVPD) for a 2-piece molecular cluster, C3H6N2S overall.

```
12
Properties=species:S:1:pos:R:3
C -1.07 -0.40 -0.81
C 1.30 0.42 0.52
C -2.03 -0.65 0.23
N -0.29 -0.19 -1.61
N 1.49 1.53 -0.15
S 2.44 -0.83 0.15
H 1.97 -1.68 1.06
H -1.72 -1.53 0.79
H -2.07 0.21 0.90
H -3.01 -0.83 -0.21
H 0.84 2.29 0.01
H 2.17 1.67 -0.89
```

HOMO energy   -8.2171 eV
E_LUMO   0.9 eV
F_max   0.01479 hartree/bohr
Charge   0

Results of the Mulliken charge analysis, in e, for atoms 1 through 6:
1 C 0.4466
2 C -0.3012
3 C -0.8190
4 N -0.4093
5 N -0.1850
6 S -0.1641



Density functional theory data (ωB97M-V/def2-TZVPD) for the molecule C9H10N2O2 in a non-equilibrium geometry.

```
23
Properties=species:S:1:pos:R:3
C 3.22 -0.07 -0.83
C 3.21 0.67 0.42
C 1.98 -0.50 -1.29
C 1.99 0.96 0.99
C 0.75 -0.25 -0.62
C 0.75 0.50 0.56
C -2.56 0.80 -0.40
C -0.68 -0.78 -0.92
C -1.49 -0.17 0.20
N -0.51 0.52 1.12
N -2.30 -1.07 0.97
O -2.41 1.97 -0.62
O -3.69 0.17 -0.61
H 4.18 -0.08 -1.29
H 4.08 1.13 0.77
H 2.05 -1.27 -2.00
H 2.01 1.53 1.90
H -0.84 -0.43 -1.93
H -0.67 -1.85 -0.94
H -1.03 1.37 1.65
H -1.92 -1.92 1.14
H -3.64 -0.64 -0.04
H -2.49 -0.60 1.77
```

SMILES   N[C@]1(C(=O)O)Cc2ccccc2N1
HOMO energy   -8.0855 eV
E_LUMO   0.7 eV
F_max   0.07514 hartree/bohr
Charge   0

Results of the Mulliken charge analysis, in e, for atoms 1 through 6:
1 C -0.5556
2 C -0.5875
3 C -0.6447
4 C -0.4800
5 C 1.0814
6 C -0.2448



Density functional theory data (ωB97M-V/def2-TZVPD) for C6H10O as an isolated structure in a non-equilibrium geometry.

```
17
Properties=species:S:1:pos:R:3
C -0.53 1.09 1.79
C 0.01 0.99 0.38
O 1.29 0.33 0.40
C 1.49 -0.21 -0.90
C 0.10 -0.58 -1.39
C -0.66 -1.48 -0.44
C -0.83 0.36 -0.70
H 0.19 1.62 2.43
H -0.69 0.09 2.22
H -1.48 1.64 1.80
H 0.13 2.00 -0.05
H 1.94 0.54 -1.59
H 2.18 -1.06 -0.81
H -0.03 -0.77 -2.46
H -0.10 -1.85 0.42
H -1.34 -2.19 -0.91
H -1.66 -0.54 -0.19
```

HOMO energy   -8.4681 eV
E_LUMO   1.0 eV
F_max   0.04476 hartree/bohr
Charge   0

Results of the Mulliken charge analysis, in e, for atoms 1 through 6:
1 C -1.4386
2 C 0.4811
3 O -0.4467
4 C -0.6557
5 C -0.0567
6 C -0.7933